Entry 1:
Density functional theory data (the ωB97M-V functional and the def2-TZVPD basis) for a molecular structure, C41H78BBrI2N2O16PS2.

Computed properties:
Highest occupied orbital energy ... -10.24 eV
Molecular weight ... 1294.705 g mol⁻¹
Max |F| ... 4.31 eV/Å
HOMO-LUMO gap ... 0.230 hartree

```
! RIJCOSX wB97M-V def2-TZVPD def2/J DEFGRID3
* xyz 1 1
C 5.880 2.628 -3.406
C 5.082 2.831 -2.282
C 3.568 3.320 -2.215
C 3.773 4.220 -0.970
C 2.935 5.456 -0.613
C 3.554 6.015 0.711
C 4.229 7.408 0.517
C 3.958 8.217 1.804
C 3.242 4.002 -3.551
I 1.485 5.398 -3.587
I 4.667 5.540 -4.159
C 2.773 2.796 -4.602
Br 1.255 3.605 -5.579
S 3.752 2.409 -6.144
C 2.831 1.534 -7.434
O 3.964 3.686 -6.761
O 5.020 1.759 -5.987
C 2.260 1.704 -3.561
S 2.924 0.150 -4.396
C 0.740 1.317 -3.621
C 0.280 0.490 -4.813
O 0.024 0.887 -5.904
O -0.033 -0.860 -4.531
C -1.435 -0.967 -4.366
C -2.083 -0.302 -3.178
O -2.093 -1.564 -5.174
N 2.790 1.932 -2.154
B 1.680 2.308 -1.115
C 1.535 1.796 0.370
O 0.750 3.177 -1.509
P 3.683 0.519 -1.443
N 2.725 -0.680 -1.279
O 4.901 -0.064 -2.301
O 4.363 0.830 -0.034
H 6.586 3.388 -3.749
H 5.913 1.706 -3.974
H 5.569 2.651 -1.328
H 3.956 3.672 -0.045
H 4.745 4.679 -1.136
H 3.123 6.229 -1.341
H 1.881 5.312 -0.410
H 2.748 6.180 1.420
H 4.230 5.305 1.179
H 3.807 7.928 -0.336
H 5.308 7.327 0.442
H 4.627 7.928 2.606
H 2.920 8.135 2.111
H 4.113 9.270 1.569
H 2.484 0.556 -7.129
H 2.079 2.167 -7.875
H 3.609 1.384 -8.178
H 2.399 -0.872 -3.692
H 0.080 2.177 -3.542
H 0.481 0.676 -2.778
H -1.999 0.785 -3.228
H -3.133 -0.541 -3.103
H -1.559 -0.607 -2.271
H 1.597 0.723 0.523
H 2.355 2.223 0.957
H 0.626 2.147 0.850
H 0.386 3.654 -0.760
H 1.777 -0.495 -1.585
H 5.481 -0.551 -1.697
H 4.433 1.762 0.211
C -7.079 -2.608 -2.616
C -5.825 -2.165 -1.916
O -5.085 -1.338 -2.404
C -5.527 -2.794 -0.579
H -7.169 -2.078 -3.562
H -7.037 -3.679 -2.812
H -7.949 -2.383 -1.999
H -5.421 -3.873 -0.691
H -6.333 -2.578 0.122
H -4.597 -2.385 -0.187
C -7.902 -7.324 -1.158
C -7.762 -6.094 -0.299
O -8.074 -4.996 -0.708
C -7.218 -6.294 1.091
H -8.303 -7.041 -2.129
H -6.927 -7.792 -1.301
H -8.580 -8.036 -0.687
H -6.214 -6.720 1.041
H -7.872 -6.955 1.654
H -7.168 -5.334 1.602
C 8.874 4.669 1.746
C 7.482 5.140 2.082
O 6.624 5.231 1.229
C 7.209 5.490 3.517
H 8.936 4.452 0.682
H 9.598 5.447 1.990
H 9.106 3.763 2.306
H 7.865 6.300 3.835
H 7.372 4.618 4.152
H 6.174 5.812 3.620
C 7.351 6.576 -9.327
C 7.167 6.495 -7.832
O 7.326 7.460 -7.122
C 6.772 5.160 -7.257
H 7.632 7.590 -9.602
H 8.141 5.894 -9.644
H 6.419 6.320 -9.833
H 7.535 4.412 -7.481
H 5.814 4.841 -7.667
H 6.678 5.261 -6.178
C -6.567 -7.759 5.264
C -8.011 -7.839 4.829
O -8.318 -7.779 3.660
C -9.045 -7.997 5.912
H -5.931 -7.647 4.388
H -6.422 -6.898 5.918
H -6.284 -8.672 5.790
H -9.006 -7.152 6.588
H -8.866 -8.922 6.464
H -10.034 -8.041 5.463
C -12.442 -8.507 8.329
C -11.376 -7.531 8.761
O -10.642 -7.004 7.958
C -11.267 -7.242 10.237
H -12.410 -8.622 7.248
H -12.268 -9.479 8.792
H -13.427 -8.135 8.615
H -11.043 -8.160 10.782
H -12.202 -6.816 10.604
H -10.465 -6.528 10.407
C 11.339 6.738 6.927
C 10.596 7.170 5.688
O 9.523 6.693 5.398
C 11.250 8.221 4.826
H 10.759 5.982 7.451
H 12.306 6.314 6.654
H 11.486 7.592 7.590
H 12.214 7.860 4.464
H 11.394 9.137 5.400
H 10.612 8.438 3.972
C -9.744 -10.134 2.498
C -9.010 -10.963 1.474
O -8.429 -10.449 0.548
C -9.033 -12.462 1.654
H -9.644 -9.084 2.248
H -10.804 -10.398 2.499
H -9.318 -10.300 3.487
H -10.060 -12.826 1.622
H -8.577 -12.730 2.608
H -8.469 -12.931 0.851
*
```

Löwdin population analysis, charges in e, atoms 1 to 2: C 0.03; C -0.19


Entry 2:
Density functional theory data (the ωB97M-V functional and the def2-TZVPD basis) for 7 unconnected molecules or ions with the total composition C41H78BN10O5P.

Computed properties:
Energy relative to the best compared isomer or geometry (same formula, charge and spin) ... 96.8 kJ/mol
SMILES string ... COCCC[C@]1(P(N)O)NC(=O)[C@@](CC=O)(B(O)N(C)C)[C@@]1(C)CCCCN.CCCC#N.CCCC#N.CCCC#N.CCCC#N.CCCC#N.CCCC#N
Highest occupied orbital energy ... -8.46 eV
Molecular weight ... 832.926 g mol⁻¹
Max |F| ... 2.45 eV/Å
HOMO-LUMO gap ... 0.321 hartree

```
! RIJCOSX wB97M-V def2-TZVPD def2/J DEFGRID3
* xyz 0 1
C -5.431 -1.350 -0.807
O -4.803 -1.785 0.383
C -3.375 -1.671 0.356
C -2.734 -3.037 0.119
C -1.478 -3.144 -0.778
C -0.643 -1.886 -1.108
P -1.539 -0.842 -2.467
N -0.617 -1.121 -3.885
O -2.943 -1.682 -2.772
N 0.525 -2.435 -1.872
C 1.772 -1.972 -1.434
O 2.793 -1.970 -2.094
C 1.546 -1.491 0.014
C 1.853 -2.878 0.740
C 2.441 -2.793 2.125
O 3.551 -3.221 2.400
B 2.697 -0.532 0.549
O 4.003 -0.887 0.263
N 2.430 0.685 1.343
C 3.419 1.717 0.936
C 2.619 0.438 2.798
C 0.061 -1.045 0.025
C -0.441 -1.439 1.448
C -0.298 0.467 -0.016
C 0.489 1.447 -0.900
C 1.306 0.893 -2.057
C 1.399 1.903 -3.197
N 2.234 1.465 -4.299
H -6.490 -1.227 -0.588
H -5.052 -0.392 -1.154
H -5.351 -2.112 -1.580
H -3.114 -0.912 -0.380
H -3.137 -1.263 1.331
H -3.509 -3.684 -0.279
H -2.493 -3.460 1.092
H -0.804 -3.873 -0.329
H -1.770 -3.586 -1.728
H -0.649 -2.087 -4.205
H -1.087 -0.589 -4.614
H -2.763 -2.455 -3.321
H 0.515 -3.427 -2.055
H 2.600 -3.392 0.141
H 0.972 -3.514 0.770
H 1.837 -2.351 2.934
H 4.226 -0.660 -0.648
H 3.053 2.687 1.266
H 4.387 1.560 1.416
H 3.598 1.720 -0.134
H 2.900 1.345 3.318
H 1.684 0.033 3.180
H 3.398 -0.313 2.970
H -0.653 -2.497 1.562
H 0.284 -1.124 2.187
H -1.354 -0.909 1.699
H -1.350 0.521 -0.286
H -0.260 0.846 0.999
H 1.158 2.017 -0.267
H -0.205 2.188 -1.298
H 0.922 -0.014 -2.504
H 2.339 0.701 -1.759
H 0.380 2.045 -3.572
H 1.709 2.877 -2.829
H 3.195 1.734 -4.177
H 2.143 0.479 -4.484
C -3.910 2.570 -6.331
C -2.407 2.337 -6.239
C -1.910 1.255 -7.205
C -2.544 -0.035 -6.922
N -3.036 -1.049 -6.700
H -4.469 1.674 -6.058
H -4.215 3.366 -5.652
H -4.202 2.859 -7.342
H -2.144 2.059 -5.216
H -1.879 3.266 -6.460
H -0.830 1.133 -7.115
H -2.132 1.528 -8.238
C 9.064 -1.163 2.541
C 7.597 -1.356 2.907
C 6.731 -1.788 1.718
C 6.755 -0.786 0.655
N 6.823 0.011 -0.170
H 9.188 -0.369 1.803
H 9.646 -0.887 3.421
H 9.490 -2.080 2.129
H 7.201 -0.427 3.322
H 7.514 -2.115 3.686
H 5.695 -1.930 2.023
H 7.089 -2.733 1.306
C 6.687 3.834 -6.000
C 7.360 3.367 -4.714
C 6.358 2.911 -3.649
C 5.458 4.003 -3.268
N 4.760 4.865 -2.970
H 6.052 4.702 -5.823
H 7.434 4.119 -6.741
H 6.070 3.043 -6.431
H 7.975 4.174 -4.312
H 8.030 2.535 -4.936
H 6.875 2.569 -2.752
H 5.756 2.081 -4.022
C -3.461 -2.011 4.224
C -2.559 -3.077 3.618
C -1.293 -3.328 4.448
C -0.488 -2.110 4.572
N 0.135 -1.149 4.662
H -2.958 -1.046 4.271
H -4.361 -1.880 3.622
H -3.770 -2.280 5.235
H -2.276 -2.776 2.607
H -3.105 -4.018 3.529
H -0.679 -4.098 3.978
H -1.547 -3.668 5.452
C -8.160 0.950 3.730
C -7.879 -0.124 2.685
C -6.451 -0.678 2.760
C -5.459 0.373 2.532
N -4.684 1.203 2.353
H -7.516 1.819 3.590
H -9.192 1.293 3.660
H -8.000 0.567 4.739
H -8.055 0.286 1.688
H -8.577 -0.951 2.819
H -6.295 -1.448 2.009
H -6.266 -1.119 3.741
C -3.715 3.100 3.491
C -2.835 3.538 4.657
C -2.168 2.358 5.373
C -3.166 1.445 5.930
N -3.944 0.720 6.364
H -4.541 2.474 3.830
H -4.145 3.967 2.989
H -3.142 2.536 2.753
H -3.433 4.105 5.372
H -2.054 4.207 4.292
H -1.534 2.709 6.188
H -1.539 1.796 4.680
*
```

Löwdin population analysis, charges in e, atoms 1 to 2: C -0.10; O -0.22


Entry 3:
Density functional theory data (the ωB97M-V functional and the def2-TZVPD basis) for 6 unconnected molecules or ions with the total composition C41H79N2O12S5.

Computed properties:
Highest occupied orbital energy ... -11.14 eV
Molecular weight ... 952.420 g mol⁻¹
Max |F| ... 9.14 eV/Å
HOMO-LUMO gap ... 0.279 hartree

```
! RIJCOSX wB97M-V def2-TZVPD def2/J DEFGRID3
* xyz 1 1
C -3.260 0.934 -2.544
C -2.735 -0.264 -1.545
C -1.266 0.038 -0.881
C -1.158 1.450 -0.050
C -1.509 1.342 1.548
C -2.973 0.691 1.897
C -4.251 1.454 1.197
C -5.656 0.568 1.234
C -6.359 0.372 -0.234
C -7.521 1.519 -0.576
C -6.743 2.929 -0.880
C -7.103 3.576 -2.379
C -5.971 4.777 -2.602
N -6.023 6.085 -1.822
C -4.798 6.855 -2.291
N -4.038 6.036 -3.327
C -2.763 6.643 -3.890
C -1.520 6.148 -2.894
O -0.325 6.799 -2.859
C -4.680 4.695 -3.609
C -4.132 3.529 -4.622
O -5.037 2.384 -4.807
C -4.414 1.623 -5.940
C -4.627 0.000 -5.833
C -3.193 -0.851 -5.735
H -2.541 1.128 -3.473
H -4.338 0.662 -2.949
H -3.373 1.986 -2.016
H -2.650 -1.243 -2.216
H -3.542 -0.485 -0.718
H -0.916 -0.837 -0.185
H -0.496 0.095 -1.791
H -1.753 2.329 -0.594
H -0.013 1.783 -0.116
H -1.347 2.424 2.014
H -0.684 0.641 2.033
H -3.067 -0.446 1.632
H -3.130 0.791 3.075
H -3.940 1.661 0.075
H -4.477 2.528 1.662
H -6.354 1.080 2.040
H -5.359 -0.489 1.698
H -5.619 0.396 -1.143
H -6.929 -0.670 -0.276
H -8.128 1.661 0.442
H -8.273 1.176 -1.407
H -6.844 3.717 -0.012
H -5.579 2.675 -0.944
H -8.189 4.059 -2.267
H -7.056 2.734 -3.190
H -6.731 6.383 -1.086
H -4.519 7.912 -1.868
H -2.487 6.286 -4.971
H -2.886 7.819 -3.791
H -1.617 5.182 -2.199
H -3.066 3.181 -4.236
H -3.992 4.032 -5.692
H -4.808 2.003 -6.981
H -3.238 1.813 -5.943
H -5.108 -0.355 -6.867
H -5.370 -0.350 -4.998
H -3.366 -1.923 -5.241
H -2.729 -1.072 -6.799
H -2.369 -0.294 -5.118
C 2.775 0.905 5.932
C 3.254 0.439 4.557
C 2.020 0.279 3.672
S 0.802 1.426 4.299
O -0.312 0.669 4.831
O 0.624 2.502 3.346
C 1.780 2.024 5.664
H 3.605 1.247 6.556
H 2.279 0.076 6.450
H 3.921 1.197 4.127
H 3.818 -0.496 4.621
H 2.240 0.518 2.628
H 1.604 -0.730 3.743
H 1.136 2.240 6.519
H 2.289 2.935 5.336
C -3.258 -3.957 5.216
C -4.676 -3.409 5.058
C -4.779 -2.800 3.661
S -3.612 -3.688 2.641
O -2.570 -2.772 2.229
O -4.337 -4.514 1.696
C -2.970 -4.729 3.938
H -3.166 -4.594 6.100
H -2.551 -3.126 5.322
H -5.397 -4.229 5.157
H -4.912 -2.669 5.830
H -5.784 -2.913 3.246
H -4.493 -1.744 3.662
H -1.906 -4.912 3.777
H -3.522 -5.673 3.914
C 1.950 2.457 -7.469
C 1.464 3.659 -6.660
C -0.063 3.620 -6.655
S -0.521 1.902 -6.823
O -1.193 1.726 -8.093
O -1.088 1.435 -5.574
C 1.139 1.270 -6.971
H 3.024 2.291 -7.344
H 1.755 2.625 -8.535
H 1.839 3.582 -5.632
H 1.834 4.602 -7.075
H -0.472 4.015 -5.721
H -0.480 4.167 -7.505
H 1.156 0.420 -7.656
H 1.468 0.958 -5.975
C 7.299 -3.687 2.925
C 8.171 -2.608 3.565
C 7.239 -1.515 4.085
S 5.686 -2.317 4.458
O 4.677 -1.808 3.553
O 5.497 -2.345 5.894
C 6.168 -3.943 3.910
H 7.867 -4.599 2.720
H 6.894 -3.319 1.975
H 8.733 -3.042 4.401
H 8.899 -2.202 2.856
H 7.633 -1.047 4.991
H 7.052 -0.752 3.324
H 5.315 -4.454 3.461
H 6.524 -4.498 4.783
C 11.958 -6.470 3.841
C 12.436 -6.936 2.467
C 11.202 -7.096 1.581
S 9.984 -5.949 2.209
O 8.870 -6.706 2.740
O 9.806 -4.873 1.255
C 10.962 -5.351 3.573
H 12.788 -6.128 4.466
H 11.461 -7.298 4.360
H 13.103 -6.178 2.037
H 13.001 -7.871 2.530
H 11.422 -6.857 0.537
H 10.786 -8.105 1.652
H 10.318 -5.135 4.428
H 11.472 -4.440 3.245
*
```

Löwdin population analysis, charges in e, atoms 1 to 2: C -0.14; C -0.22


> The lowest HOMO-LUMO gap belongs to which entry?

C41H78BBrI2N2O16PS2


> Which of these has the highest molecular weight?

C41H78BBrI2N2O16PS2